{"formula": "C56H129N11O12", "method": "the ωB97M-V functional and the def2-TZVPD basis", "homo_ev": -8.204, "energy_ev": -101108.685, "homo_lumo_gap_ha": 0.3105, "fmax_ev_per_a": 8.2, "charge": 0, "elements": ["C", "C", "C", "C", "C", "C", "C", "C", "C", "N", "O", "H", "H", "H", "H", "H", "H", "H", "H", "H", "H", "H", "H", "H", "H", "H", "H", "H", "H", "H", "C", "C", "C", "C", "C", "C", "C", "C", "C", "N", "O", "H", "H", "H", "H", "H", "H", "H", "H", "H", "H", "H", "H", "H", "H", "H", "H", "H", "H", "H", "C", "C", "C", "C", "C", "C", "C", "C", "C", "N", "O", "H", "H", "H", "H", "H", "H", "H", "H", "H", "H", "H", "H", "H", "H", "H", "H", "H", "H", "H", "C", "C", "C", "C", "C", "C", "C", "C", "C", "N", "O", "H", "H", "H", "H", "H", "H", "H", "H", "H", "H", "H", "H", "H", "H", "H", "H", "H", "H", "H", "C", "O", "C", "C", "N", "C", "C", "O", "C", "H", "H", "H", "H", "H", "H", "H", "H", "H", "H", "H", "H", "H", "H", "H", "C", "O", "C", "C", "N", "C", "C", "O", "C", "H", "H", "H", "H", "H", "H", "H", "H", "H", "H", "H", "H", "H", "H", "H", "C", "O", "C", "C", "N", "C", "C", "O", "C", "H", "H", "H", "H", "H", "H", "H", "H", "H", "H", "H", "H", "H", "H", "H", "N", "C", "N", "O", "H", "H", "H", "H", "N", "C", "N", "O", "H", "H", "H", "H"], "coordinates": [[48.014228, 2.946837, -7.276118], [49.255039, 2.097230, -7.773502], [48.777999, 1.059521, -8.807577], [50.282834, 3.054378, -8.406916], [51.119487, 3.651922, -7.354783], [51.758807, 2.661948, -6.381420], [50.743489, 1.810479, -5.636531], [51.671635, 0.813137, -4.882681], [50.073195, 2.703327, -4.463060], [49.887227, 1.272377, -6.682452], [49.103651, 0.172663, -6.177564], [47.567525, 2.492968, -6.391493], [48.442186, 3.889539, -6.935133], [47.249824, 2.996712, -8.051547], [48.575265, 1.371647, -9.832068], [49.552170, 0.305698, -8.950750], [47.881656, 0.572640, -8.423365], [50.883479, 2.607661, -9.199242], [49.671053, 3.867404, -8.797844], [51.945258, 4.246592, -7.745368], [50.652331, 4.364620, -6.675128], [52.417322, 3.226932, -5.721685], [52.372348, 1.923708, -6.897835], [52.312408, 0.281882, -5.586449], [51.117256, -0.061763, -4.543091], [52.310246, 1.294248, -4.141863], [49.239923, 3.326605, -4.787533], [50.824937, 3.298512, -3.944676], [49.639311, 2.048939, -3.707016], [49.411591, -0.588560, -6.674859], [37.851633, -1.481127, 1.635457], [38.069561, 0.004442, 2.092250], [37.991506, 0.933417, 0.836005], [36.790183, 0.244959, 2.997163], [36.864536, -0.357700, 4.516488], [38.263299, -0.099291, 5.133522], [39.507876, -0.558972, 4.221503], [40.713650, 0.184789, 4.775234], [39.658367, -2.071224, 4.192793], [39.272154, 0.112294, 2.925619], [40.429751, 0.341666, 2.051639], [37.352547, -2.132717, 2.352714], [37.245364, -1.629092, 0.741790], [38.785969, -2.020832, 1.481109], [38.420126, 1.904647, 1.083198], [38.588093, 0.629315, -0.024054], [36.965487, 1.128525, 0.524057], [36.485847, 1.286122, 3.104158], [35.818177, -0.137556, 2.685735], [36.070329, 0.046185, 5.144355], [36.576688, -1.408008, 4.562450], [38.130022, -0.833370, 5.928160], [38.266616, 0.903512, 5.560686], [41.531314, 0.118005, 4.057567], [40.973625, -0.087543, 5.798150], [40.599122, 1.267731, 4.728306], [40.246158, -2.317384, 5.077113], [40.084386, -2.338196, 3.225668], [38.697573, -2.585785, 4.206673], [40.464492, 1.301041, 2.052882], [46.981827, -3.014402, -4.531647], [47.111531, -4.324561, -3.666491], [48.565016, -4.543725, -3.075286], [46.271417, -4.114798, -2.369176], [44.743976, -4.184928, -2.617996], [44.486823, -5.537771, -3.342985], [45.213492, -5.719259, -4.667697], [45.012415, -7.177770, -5.089427], [44.667238, -4.819691, -5.763969], [46.652664, -5.575452, -4.305157], [47.450220, -5.863036, -5.408234], [46.326398, -2.362627, -3.953983], [47.943192, -2.502614, -4.575898], [46.539292, -2.978110, -5.527111], [48.702756, -5.407723, -2.425178], [49.390307, -4.707354, -3.768256], [48.925054, -3.647079, -2.570809], [46.359191, -4.899473, -1.617720], [46.507591, -3.233065, -1.773448], [44.388655, -4.326283, -1.597284], [44.308795, -3.361313, -3.184017], [43.419809, -5.674459, -3.518767], [44.712371, -6.367709, -2.673334], [45.031341, -7.989885, -4.362652], [45.620087, -7.408309, -5.964465], [44.002477, -7.367803, -5.452759], [45.232038, -4.757393, -6.694137], [44.547461, -3.768325, -5.502449], [43.600400, -5.011470, -5.878702], [47.606023, -6.790867, -5.217320], [37.622620, 6.800158, -0.518985], [38.092609, 6.567437, 0.933898], [39.355863, 5.549345, 1.012772], [38.523253, 7.980526, 1.499883], [38.811685, 8.043697, 2.951127], [37.571760, 7.596911, 3.789990], [37.026735, 6.214968, 3.321391], [37.769339, 5.009612, 3.938856], [35.587677, 6.175344, 3.810245], [36.924800, 6.109876, 1.841698], [36.485119, 4.844303, 1.348286], [38.180767, 7.562872, -1.061992], [37.693264, 5.816814, -0.983903], [36.582233, 7.125168, -0.526818], [40.103344, 5.755622, 0.246731], [39.942331, 5.524578, 1.931229], [38.997232, 4.521282, 0.961974], [39.433644, 8.274609, 0.977573], [37.770072, 8.723601, 1.237883], [39.683096, 7.469078, 3.265078], [39.132394, 9.058171, 3.187935], [36.768359, 8.329949, 3.717236], [37.850738, 7.597804, 4.843683], [37.515445, 4.185270, 3.272440], [37.419230, 4.521669, 4.848498], [38.848687, 5.150316, 3.996233], [35.168603, 5.171782, 3.883363], [34.870208, 6.870336, 3.373983], [35.620210, 6.487456, 4.854092], [35.567724, 5.028839, 1.133963], [41.756894, 7.456937, -8.896113], [42.259475, 6.353134, -8.220789], [41.221637, 5.272786, -8.285772], [41.858751, 3.995520, -7.644199], [42.950508, 3.660753, -8.607448], [43.996025, 2.864425, -7.965148], [43.464886, 1.517373, -7.528807], [44.490145, 0.497757, -7.326822], [45.183412, 0.555028, -6.076858], [40.989636, 7.879245, -8.247219], [41.299664, 7.361442, -9.880952], [42.562217, 8.186129, -8.984655], [40.830480, 5.009958, -9.268641], [40.307591, 5.573539, -7.773736], [41.239696, 3.131660, -7.886317], [41.956507, 4.016985, -6.558811], [43.317594, 4.505770, -9.021318], [44.417751, 3.518762, -7.202199], [44.705753, 2.817452, -8.791100], [42.829058, 1.126677, -8.323286], [42.842682, 1.584734, -6.636382], [44.850285, -0.066305, -5.245546], [45.360999, 1.608344, -5.859860], [46.091191, 0.077114, -6.445118], [47.017295, 1.572258, -3.136198], [45.701889, 2.066425, -3.176605], [44.800494, 1.051636, -2.688419], [43.334527, 1.488959, -2.757545], [42.407207, 0.543564, -2.197752], [41.039015, 1.127801, -1.943185], [40.271185, 1.769135, -3.019791], [40.864762, 2.986190, -3.317099], [40.384517, 4.157320, -2.504282], [47.208980, 1.289540, -2.101099], [47.598174, 2.483578, -3.278309], [47.290982, 0.882788, -3.934840], [45.035141, 0.863896, -1.640664], [44.813639, 0.028798, -3.064893], [42.987931, 1.678340, -3.773466], [43.325588, 2.433354, -2.213349], [42.211086, -0.297595, -2.721273], [40.957989, 1.768501, -1.065109], [40.386794, 0.334298, -1.578411], [39.258805, 1.806482, -2.617564], [40.315978, 1.033263, -3.822651], [40.434451, 3.846349, -1.460780], [39.304153, 4.298704, -2.534656], [40.886313, 5.122009, -2.428896], [48.841788, 10.942860, -1.783494], [50.025779, 10.223099, -2.343849], [49.999002, 8.796358, -2.287701], [48.680693, 8.040591, -2.640430], [48.716083, 6.555853, -2.517551], [47.415771, 5.895873, -2.308910], [46.605458, 5.919137, -3.602160], [45.436639, 6.717175, -3.653427], [44.218703, 6.030546, -3.723550], [48.007371, 11.002833, -2.482244], [49.109039, 11.992884, -1.664610], [48.408799, 10.485112, -0.894068], [50.126787, 8.526775, -1.239320], [50.814779, 8.520215, -2.955780], [48.171325, 8.489273, -3.493264], [47.934954, 8.196595, -1.860926], [49.587805, 6.180334, -2.172316], [46.879328, 6.355937, -1.479048], [47.648237, 4.880622, -1.987481], [46.612533, 4.904245, -3.999708], [46.980231, 6.529546, -4.423775], [43.876803, 5.794858, -2.715749], [44.238685, 5.143806, -4.357114], [43.425271, 6.684543, -4.085272], [41.686029, -2.549047, -2.345270], [40.546713, -2.134234, -2.823422], [39.679354, -2.361899, -1.949307], [40.255146, -1.842957, -3.923468], [42.417747, -2.660556, -3.032480], [41.797837, -2.849517, -1.387503], [40.024445, -2.415971, -1.001625], [38.771580, -1.998894, -2.202823], [43.390512, -0.924966, 0.581822], [43.650173, -0.484449, 1.783018], [43.462069, 0.807913, 1.758252], [44.039900, -1.153077, 2.754112], [42.848372, -0.349496, -0.046686], [43.521643, -1.922650, 0.495050], [43.569213, 1.080729, 2.724788], [43.535811, 1.290393, 0.874017]], "forces_ev_per_angstrom": [[1.309, -0.855, 0.381], [-1.155, -0.833, 0.171], [0.045, -0.502, 0.171], [-1.196, -0.094, 0.405], [2.172, 0.752, 1.767], [-0.056, 0.109, -1.036], [0.624, 1.793, 1.689], [-1.048, -1.459, -1.297], [-0.248, -1.180, -0.778], [0.995, -0.835, 0.160], [-0.368, 1.214, -0.108], [-0.062, -0.262, -0.075], [-0.586, 0.388, -0.276], [0.167, 0.466, 0.002], [-0.155, 0.813, 0.224], [0.117, -0.154, 0.242], [-0.016, -0.130, -0.123], [-0.086, -0.202, 0.078], [0.064, -0.114, -0.670], [0.013, 0.037, -0.481], [-0.848, 0.152, -0.325], [-0.101, -0.169, 0.295], [0.227, 0.222, -0.373], [0.407, 0.447, -0.374], [-0.297, 0.391, 0.981], [-0.418, -0.023, 0.082], [0.240, 0.220, -0.256], [0.073, 0.097, -0.248], [0.110, -0.218, -0.029], [0.134, -0.052, -0.149], [0.346, -0.721, -0.325], [-2.291, -2.260, 0.307], [0.879, 0.435, 1.020], [-0.514, 0.059, 2.503], [0.808, 1.001, -2.319], [-1.149, -2.005, -0.412], [-1.671, 2.451, 0.292], [0.785, 0.321, -0.454], [-0.221, 0.442, -0.222], [-0.389, 1.906, -1.416], [-0.966, -1.067, 0.872], [-0.114, 0.422, 0.508], [0.006, 0.492, -0.259], [0.324, 0.310, -0.356], [-0.160, 0.279, 0.244], [-0.090, -0.581, 0.115], [-0.028, -0.337, 0.135], [0.853, 0.533, 0.036], [0.411, -0.640, -1.178], [0.127, 0.706, -0.105], [0.531, -0.343, -0.546], [1.125, 0.217, 0.775], [0.658, 0.016, -0.345], [0.450, -0.902, 0.461], [0.146, -0.237, -0.191], [-0.812, 0.099, 0.371], [0.132, -0.579, -0.345], [0.678, -0.228, 0.404], [-0.082, 0.086, 0.297], [0.229, 0.121, 0.033], [0.302, 0.357, 0.860], [0.567, -0.154, 1.004], [0.478, 0.254, -1.037], [-1.409, -0.272, -0.322], [1.053, -1.591, -0.229], [-0.992, 0.717, 0.324], [0.689, -0.542, 1.016], [-0.809, -0.554, -1.047], [-0.686, 1.329, 0.187], [-0.874, 0.600, 1.182], [0.509, -0.139, -0.631], [0.015, 0.323, 0.010], [0.061, -0.015, -0.095], [0.308, -0.880, 0.019], [-0.814, 0.078, 0.307], [-0.421, 0.034, -0.890], [-0.484, 0.109, 0.381], [0.826, -0.508, -0.374], [0.388, 0.423, -0.615], [-0.900, 0.630, -0.141], [0.090, 0.153, 0.283], [-0.261, 0.209, -0.180], [0.486, 0.064, 0.047], [0.984, 0.423, 0.562], [0.224, -0.156, 0.165], [-0.344, 0.669, -0.245], [-0.146, -0.708, -0.040], [0.609, 0.197, 0.625], [0.070, -0.799, -0.668], [0.545, -0.139, -0.477], [-0.275, -1.124, 0.864], [0.927, 0.566, 2.291], [-1.120, 0.511, 0.040], [0.192, -1.070, -1.188], [-0.613, -0.072, 1.616], [1.049, 0.151, -1.231], [-0.685, -0.459, 0.597], [-0.012, -0.693, -0.801], [-0.466, -0.209, 1.546], [1.675, 1.789, -2.154], [0.200, 0.162, 0.782], [0.381, -0.245, 0.184], [-0.144, 0.213, -0.604], [-0.054, -0.087, 0.110], [-0.284, -0.018, -0.379], [-0.370, 0.674, 0.370], [-0.147, -0.027, -0.562], [0.037, -0.031, -0.350], [-0.244, -0.069, -0.025], [-0.001, -0.470, -0.273], [-0.349, 0.234, 0.224], [-0.010, 0.113, -0.321], [-0.125, -0.510, 0.067], [0.599, -0.117, -0.481], [-0.214, 1.071, 0.620], [-0.030, -0.073, -0.061], [-0.050, -0.104, -0.506], [0.304, -0.091, -0.608], [0.023, 0.008, 0.302], [-0.159, -0.112, -0.090], [-0.087, 1.706, 0.724], [-1.736, -2.730, -1.178], [0.942, -0.413, 1.874], [-1.012, 0.330, -3.212], [-0.538, -0.167, 1.385], [0.175, 1.350, -1.254], [0.710, -1.174, 0.179], [-1.667, 0.773, 0.097], [1.043, 0.007, -2.046], [-0.294, 0.492, -0.085], [0.187, -0.823, -0.205], [0.020, 0.028, 0.011], [0.866, 0.330, -0.573], [0.154, 0.405, 0.560], [-1.016, 0.266, 0.696], [0.946, 0.393, 0.021], [0.331, 0.071, 0.364], [0.433, -0.566, 0.672], [0.581, -0.821, 0.361], [0.049, 0.035, -0.103], [-0.009, 0.131, 0.219], [-0.859, 0.267, -0.068], [0.117, -0.192, 0.703], [0.706, 0.244, 0.856], [0.358, 1.896, 0.386], [-1.801, -1.833, -0.396], [-0.904, 0.138, 0.838], [0.638, 0.647, -0.946], [-1.926, 0.616, 1.995], [0.575, -1.532, 1.948], [0.297, -0.700, 0.509], [-0.298, 3.851, -0.647], [-0.679, -2.581, 1.464], [0.391, -0.830, -0.106], [0.339, -0.145, -0.171], [-0.196, -0.445, 0.226], [0.081, 0.234, 0.469], [0.898, -0.002, -1.093], [0.670, 0.513, -0.361], [-0.588, 0.071, 0.046], [0.667, 0.128, -0.467], [1.001, 0.410, 0.195], [0.233, -0.740, -0.118], [-0.453, 0.483, -0.430], [-0.267, 0.656, -0.883], [0.398, -0.312, 0.374], [-0.136, 0.116, -1.089], [0.639, -0.397, -1.475], [0.774, -0.687, -1.134], [-2.233, 0.871, 0.331], [-1.079, -0.203, 0.434], [-0.878, -0.230, 1.292], [0.566, 0.947, -1.416], [1.614, 0.590, -0.034], [0.745, 1.046, -1.484], [-1.608, -0.536, 0.677], [-0.866, 0.167, 0.727], [0.083, -0.476, -0.481], [0.472, -0.295, 0.454], [0.570, 0.008, 0.317], [0.832, -0.318, 0.103], [0.040, -0.368, 0.314], [0.369, -0.642, -0.836], [-0.022, 1.267, 0.468], [-0.535, -0.176, 0.159], [-0.378, 0.289, 0.068], [-0.161, -0.124, -0.163], [-1.172, -0.205, -0.062], [2.354, -0.593, 0.335], [0.013, -0.637, 0.238], [0.190, -0.115, 0.035], [0.286, 0.285, -0.386], [5.411, -0.371, -0.453], [1.454, -1.605, -0.777], [-6.309, -0.033, 5.275], [0.070, 2.067, -4.891], [0.237, -0.133, 0.609], [0.302, -0.027, -0.602], [-1.171, 0.101, 0.136], [-0.174, -0.128, 0.804], [-0.103, -3.232, -2.347], [0.958, -1.993, 1.377], [-0.150, 2.688, 2.342], [-0.594, 0.687, -0.807], [0.040, -0.585, -0.501], [-0.279, 0.212, -0.639], [0.144, 1.722, -0.488], [0.048, 0.538, 0.831]]}